Record 1
The following is a quantum chemistry calculation of a molecular structure, C24H33IrN8O12P2S2 in a non-equilibrium geometry, from the OMol25 dataset.

Structure (ORCA input):
```
! RIJCOSX wB97M-V def2-TZVPD def2/J DEFGRID3
* xyz 0 5
Ir 1.4895 -0.1863 0.5119
N 2.1588 2.5496 4.2848
C 1.2700 2.7420 3.1210
C 0.5131 4.0348 3.2805
P 2.1866 2.8774 1.5906
O 3.6425 3.3265 2.1858
O 1.6152 3.8201 0.6267
O 2.4153 1.3910 1.2084
P 0.1613 1.1960 3.2149
O -1.3561 1.8173 3.3157
O 0.6376 0.5900 4.4917
O -0.0339 0.3111 1.8876
H 2.1226 3.3668 4.9165
H 3.1259 2.4610 3.9951
H 1.7932 1.6736 4.7698
H 1.2006 4.9018 3.2128
H 0.0060 4.0182 4.2541
H -0.2601 4.1349 2.4876
H 4.3163 3.0669 1.4918
H -2.1376 1.2122 3.2352
C 2.8010 -2.7871 3.3242
C 2.8961 -2.2448 1.9381
O 3.1133 -3.0912 1.0475
O 2.7995 -0.9507 1.8959
H 2.8119 -3.8589 3.3986
H 1.9413 -2.4131 3.8813
H 3.6691 -2.4649 3.8924
C -2.8412 -1.1183 -4.6610
C -2.8147 -0.9071 -3.1442
C -1.9076 -1.8178 -2.2933
N -2.2207 -1.5542 -0.8873
C -1.4578 -1.7054 0.1955
S 0.2108 -2.1403 0.0370
N -2.1025 -1.5475 1.4284
C -3.3500 -0.8414 1.6214
O -3.3800 0.2183 2.2323
C -4.6192 -1.5432 1.2271
C -4.6794 -2.7481 0.5417
C -5.9091 -3.3632 0.2678
C -7.0762 -2.8109 0.8203
C -7.0082 -1.5597 1.4250
C -5.8061 -0.9127 1.6113
H -3.5089 -0.3291 -5.0521
H -3.2521 -2.1306 -4.9214
H -1.8929 -0.9617 -5.1583
H -3.8238 -1.0324 -2.7624
H -2.5455 0.1416 -2.8769
H -0.8196 -1.6495 -2.5066
H -2.1196 -2.8823 -2.5005
H -3.2178 -1.4688 -0.7429
H -1.4381 -1.0975 2.0549
H -3.7579 -3.2701 0.2352
H -6.0138 -4.2166 -0.3715
H -8.0229 -3.3593 0.7415
H -7.9162 -1.1319 1.8306
H -5.7355 0.0444 2.1140
O 4.7963 -0.1474 0.3340
C 4.3126 -0.3869 -0.7478
N 2.8773 -0.3761 -1.0389
S 2.4875 -0.3905 -2.7267
O 1.5795 -1.4742 -2.9838
O 2.3535 0.9605 -3.2199
C 4.1404 -0.8743 -3.1455
C 4.5537 -1.4948 -4.2979
C 5.8865 -1.8570 -4.3783
C 6.7245 -1.5658 -3.2905
C 6.3094 -1.0195 -2.0908
C 4.9778 -0.7269 -2.0368
H 3.7956 -1.7153 -5.0531
H 6.2961 -2.3289 -5.2694
H 7.7720 -1.8411 -3.4507
H 6.9115 -0.8315 -1.2241
N -2.4574 3.8682 -2.0249
C -1.3915 3.3086 -1.4490
N -0.6707 4.0732 -0.6712
N -1.1714 2.0152 -1.7433
C -0.1259 1.4442 -1.2642
N 0.6205 0.6009 -0.9497
H -2.6630 4.8379 -1.9138
H -3.0970 3.2782 -2.5207
H -0.9890 5.0522 -0.5337
H 0.2984 3.7924 -0.2756
*
```

The largest force on an atom is 5.04 eV/A. As for the total energy: -3858.7777 Eh. The value obtained for the HOMO energy (alpha / beta) is -4.78 / -7.81 eV.

Record 2
The following is a quantum chemistry calculation of a molecular structure, C24H33LaO8S in a non-equilibrium geometry, from the OMol25 dataset.

Structure (ORCA input):
```
! RIJCOSX wB97M-V def2-TZVPD def2/J DEFGRID3
* xyz -2 1
C 0.3441 -0.2766 -7.1900
C 0.1131 -0.9298 -5.8122
C -0.0391 1.2069 -7.0746
C -0.8795 1.3755 -5.7830
H -0.6131 1.5056 -7.9545
H 0.8758 1.8016 -7.0217
C -1.0287 -0.1333 -5.2071
H 1.0183 -0.8323 -5.2039
H -0.0949 -2.0012 -5.9371
C -1.3812 -0.5684 -3.7546
H -1.9261 -0.5108 -5.7318
H -1.9193 1.6354 -6.0545
C -0.3217 2.5121 -5.0246
C 1.7488 -0.5021 -7.7105
C -0.4621 -0.9198 -8.3274
O -1.0479 -0.3155 -9.1884
O 2.7147 -0.7250 -7.0169
O 1.8003 -0.4516 -9.0607
O -0.3945 -2.2654 -8.3114
C -0.9801 -2.8314 -9.4900
H -0.7974 -3.8995 -9.4025
H -0.4935 -2.4171 -10.3739
H -2.0495 -2.6088 -9.5216
C 3.0888 -0.7636 -9.5901
H 3.8620 -0.1214 -9.1516
H 3.0070 -0.6029 -10.6608
H 3.3353 -1.8119 -9.3773
O -0.7990 0.0585 -2.6314
H -1.1486 -1.6578 -3.6126
H -2.4874 -0.4864 -3.6319
C -1.2672 3.3121 -4.2049
C 1.1020 2.4196 -4.6025
H 1.8183 3.0594 -5.1607
H 1.4938 1.4011 -4.6850
H 1.2438 2.6621 -3.5398
H -0.8938 3.5330 -3.1975
H -2.1881 2.7482 -4.0315
H -1.5756 4.2738 -4.6532
La -0.2631 0.5430 -0.7223
C -2.3660 0.1695 0.9267
C -3.0886 0.1181 -0.3088
C -2.6834 -1.0600 -0.9973
H -3.8495 0.8214 -0.6416
C -1.6848 -1.7201 -0.2314
C -1.4995 -0.9799 0.9842
H -0.8011 -1.2225 1.7904
H -2.4723 0.9284 1.6951
H -3.1103 -1.4241 -1.9304
H -1.1828 -2.6570 -0.5041
C 2.3534 0.9691 -0.3378
C 1.8819 -0.0497 0.5566
C 1.6007 -1.2191 -0.2291
H 1.7361 0.0580 1.6399
C 1.9071 -0.9136 -1.5971
C 2.3857 0.4277 -1.6534
H 2.8095 0.9232 -2.5387
H 2.6361 1.9852 -0.0534
H 1.2244 -2.1677 0.1484
H 1.8446 -1.6062 -2.4350
C -0.2644 2.5432 2.7144
S 0.0462 3.4754 1.2062
O -0.6811 4.7345 1.2617
O 1.4856 3.4815 1.0091
O -0.6245 2.6344 0.1232
H -1.3192 2.6731 2.9644
H 0.3719 2.9955 3.4770
H -0.0157 1.4797 2.6136
*
```

The largest force on an atom is 4.86 eV/A. As for the total energy: -1965.9938 Eh. The value obtained for the HOMO energy is 1.84 eV.

Record 3
The following is a quantum chemistry calculation of C24H33N5O4 in the gas phase, from the OMol25 dataset.

Structure (ORCA input):
```
! RIJCOSX wB97M-V def2-TZVPD def2/J DEFGRID3
* xyz 0 1
C 1.5317 -6.0230 2.7513
C 0.3080 -5.5441 3.5090
H -0.5946 -6.0725 3.1830
H 0.4195 -5.6988 4.5878
O 0.1431 -4.1476 3.2558
C -0.8731 -3.5626 3.9263
O -1.5858 -4.1450 4.7076
N -1.0195 -2.2535 3.5970
C -0.0771 -1.5098 2.7931
H 0.6079 -2.2020 2.3071
C 0.6809 -0.5259 3.6995
N -0.2646 0.3195 4.3914
C -0.6411 1.5216 3.9199
C -0.2075 2.4071 2.9275
N 0.7547 2.4073 1.9801
H 1.0808 1.5093 1.6414
C 0.6987 3.3949 0.9226
H 0.3202 4.3307 1.3330
H 1.7155 3.5458 0.5524
C -0.2219 2.9106 -0.2083
N 0.1882 1.5729 -0.6172
C -0.8962 0.6910 -1.0078
C -1.4663 1.0128 -2.3919
N -0.4031 0.9232 -3.3748
C 0.6522 1.8658 -3.0496
H 1.4501 1.7636 -3.7880
C 1.2064 1.5589 -1.6556
H 1.9881 2.2766 -1.4014
H 1.6435 0.5562 -1.6687
H 0.2829 2.9083 -3.0898
C -0.8902 1.1087 -4.7315
C 0.1746 0.7791 -5.7417
C 0.9037 -0.3974 -5.6143
C 1.8825 -0.7191 -6.5359
C 2.1406 0.1290 -7.6007
C 1.4176 1.3010 -7.7353
C 0.4421 1.6256 -6.8078
H -0.1173 2.5446 -6.9157
H 1.6148 1.9672 -8.5624
H 2.9033 -0.1229 -8.3226
H 2.4452 -1.6349 -6.4270
H 0.6977 -1.0489 -4.7787
H -1.2590 2.1381 -4.8961
H -1.7356 0.4257 -4.8718
H -2.2402 0.2839 -2.6445
H -1.9297 2.0173 -2.3789
H -1.6879 0.7398 -0.2564
H -0.4929 -0.3266 -1.0278
H -1.2412 2.8633 0.1816
H -0.2057 3.6430 -1.0249
C -1.1870 3.4301 3.3270
O -1.4557 4.5485 2.9503
C -1.6872 2.4561 4.3732
O -2.5815 2.3954 5.1861
C -1.1915 -0.4299 5.2163
H -1.8866 0.2581 5.6966
H -0.6219 -0.9668 5.9807
C -1.9544 -1.4329 4.3397
H -2.5702 -2.0928 4.9511
H -2.5907 -0.8905 3.6321
H 1.3796 0.0835 3.1279
H 1.2413 -1.0926 4.4509
H -0.6312 -0.9497 2.0296
H 1.4038 -5.8519 1.6858
H 1.6734 -7.0853 2.9260
H 2.4158 -5.4869 3.0865
*
```

The largest force on an atom is 0.76 eV/A. As for the total energy: -1509.0636 Eh. The value obtained for the HOMO energy is -7.81 eV. The structure (SMILES) is CCOC(=O)N1CCN(c2c(NCCN3CCN(Cc4ccccc4)CC3)c(=O)c2=O)CC1.

Record 4
The following is a quantum chemistry calculation of C24H33NO2 in the gas phase, from the OMol25 dataset.

Structure (ORCA input):
```
! RIJCOSX wB97M-V def2-TZVPD def2/J DEFGRID3
* xyz 0 1
C 7.2396 -1.6116 -1.7494
H 6.7626 -0.9209 -1.0591
C 6.8530 -3.0537 -1.4408
H 7.4279 -3.7189 -2.0883
C 5.3683 -3.3390 -1.6597
C 4.4665 -2.6044 -0.6722
O 3.1470 -3.0667 -0.8810
C 2.1376 -2.5305 -0.1449
C 0.8564 -3.0048 -0.4326
C -0.2371 -2.5172 0.2474
C -0.0870 -1.5519 1.2377
C 1.1873 -1.0955 1.5319
C 2.2937 -1.5720 0.8504
H 3.2686 -1.1874 1.1051
H 1.3246 -0.3481 2.2998
C -1.3031 -0.9797 1.9252
O -2.2851 -1.9625 2.1909
H -1.8576 -2.7118 2.6189
H -0.9965 -0.4990 2.8691
C -1.9461 0.0851 1.0059
C -0.8868 1.0408 0.5325
C -0.4650 1.0155 -0.7918
C 0.5353 1.8603 -1.2359
C 1.1354 2.7469 -0.3587
C 0.7296 2.7773 0.9640
C -0.2690 1.9288 1.4061
H -0.5679 1.9593 2.4439
H 1.1963 3.4635 1.6564
H 1.9166 3.4086 -0.7031
H 0.8492 1.8247 -2.2692
H -0.9244 0.3215 -1.4819
H -2.3498 -0.4591 0.1471
C -3.1274 0.7615 1.7424
N -4.0118 1.5808 0.9536
C -3.4507 2.8212 0.4612
C -4.5837 3.7487 0.0255
C -5.4158 3.0770 -1.0613
C -5.9116 1.7289 -0.5492
C -4.7251 0.8816 -0.0948
H -5.0758 -0.0732 0.3039
H -4.0805 0.6773 -0.9691
H -6.4640 1.2014 -1.3290
H -6.5773 1.8864 0.3006
H -6.2590 3.7115 -1.3418
H -4.7977 2.9245 -1.9498
H -4.1668 4.6904 -0.3365
H -5.2175 3.9590 0.8883
H -2.8765 3.2880 1.2652
H -2.7677 2.6591 -0.3914
H -3.7285 -0.0394 2.1816
H -2.7427 1.3818 2.5563
H -1.2262 -2.8844 0.0147
H 0.7480 -3.7526 -1.2022
H 4.5122 -1.5202 -0.8363
H 4.7854 -2.8201 0.3580
H 5.0801 -3.0577 -2.6739
H 5.1822 -4.4086 -1.5466
H 7.1181 -3.2885 -0.4074
H 6.9434 -1.3472 -2.7620
H 8.3164 -1.4848 -1.6638
*
```

The largest force on an atom is 0.60 eV/A. As for the total energy: -1139.5564 Eh. The value obtained for the HOMO energy is -7.92 eV. The structure (SMILES) is CCCCOc1ccc([C@H](O)[C@@H](CN2CCCCC2)c2ccccc2)cc1.